{
  "formula": "C4H12OS2",
  "method": "ωB97M-V/def2-TZVPD",
  "symbols": ["C", "C", "C", "S", "S", "C", "H", "H", "H", "H", "H", "H", "H", "H", "H", "H", "O", "H", "H"],
  "coordinates": [[1.3441, 1.9988, -1.7865], [0.3012, 0.9082, -1.6059], [0.4167, -0.3108, -2.5189], [1.7374, -1.4931, -2.0638], [1.8148, -1.6028, -0.0111], [0.1775, -2.1624, 0.5769], [2.3103, 1.5236, -1.9564], [1.1848, 2.7099, -2.6062], [1.4581, 2.5636, -0.8581], [0.4511, 0.4980, -0.5950], [-0.7186, 1.2922, -1.4517], [-0.5326, -0.8273, -2.6457], [0.8357, 0.0239, -3.4747], [-0.5375, -1.3510, 0.6457], [-0.0668, -3.0167, -0.0552], [0.3596, -2.5285, 1.5789], [-3.8223, 0.6794, 6.4995], [-3.7933, 0.6080, 5.5422], [-2.9204, 0.4870, 6.7862]],
  "forces_ev_per_a": [[0.335, -0.001, 0.014], [-0.296, -0.432, 1.474], [0.413, 0.961, -0.155], [-0.315, -0.389, 0.367], [-0.060, 0.492, 0.132], [0.961, -0.438, -0.427], [0.125, -0.010, -0.061], [-0.247, -0.276, 0.097], [-0.116, 0.090, -0.129], [0.272, 0.137, -0.045], [0.106, 0.008, -0.926], [0.123, -0.049, -0.067], [-0.540, -0.160, -0.229], [-0.212, -0.070, -0.414], [-0.616, 0.257, 0.095], [0.069, -0.119, 0.272], [0.213, -0.046, 0.109], [-0.019, 0.002, -0.071], [-0.194, 0.045, -0.037]],
  "de_lowest_ev": 0.504,
  "charge": 0,
  "gap_ev": 8.94,
  "fmax_ha_per_bohr": 0.0304,
  "homo_energy_ev": -8.42
}